1.
21
Properties=species:S:1:pos:R:3:mulliken_charge:R:1 method="wB97M-V/def2-TZVPD" multiplicity=2 lumo_energy_ev="-5.5 / -10.8" homo_ev="-12.6 / -12.6" energy_ev=-23335.3094 gap_ev="7.0655 / 1.8317" s_squared=0.7532 de_lowest_kj_mol=269.3 charge=+1
S -3.090 -5.935 2.173 0.259
H -1.693 -5.838 1.954 0.379
H -3.484 -4.716 2.686 0.361
H -2.186 2.205 0.726 0.268
H -2.300 0.668 0.867 0.252
O -2.194 1.380 0.390 -0.575
H 1.762 0.883 -1.697 0.330
H 3.144 1.375 -1.709 0.284
O 2.699 0.547 -1.556 -0.619
H -1.592 0.420 -1.015 0.363
H -0.848 1.643 -1.370 0.323
O -0.803 0.599 -1.566 -0.641
H 2.507 4.079 -0.045 0.311
H 2.334 5.555 0.403 0.333
O 1.956 4.879 -0.228 -0.644
H -0.407 -0.939 1.927 0.258
H -0.144 -0.789 0.332 0.387
O -0.418 -0.427 1.162 -0.616
H 1.490 -2.036 -1.902 0.295
H 1.957 -1.473 -0.518 0.349
O 1.309 -2.080 -1.016 -0.658

2.
107
Properties=species:S:1:pos:R:3:mulliken_charge:R:1 method="wB97M-V/def2-TZVPD" lumo_energy_ev=4.0 homo_ev=-1.8 energy_ev=-213438.0038 gap_ev=5.8653 de_lowest_kj_mol=1.7 charge=-2
Bi -1.137 -1.531 -1.339 1.370
C -3.162 -2.137 1.517 -0.881
N -1.834 -2.651 1.201 1.698
C -0.926 -2.338 2.311 -1.164
C 0.568 -2.192 2.040 -1.090
N 0.817 -1.144 1.078 0.727
C 2.073 -0.839 0.770 -0.587
C 2.308 0.266 -0.107 0.946
F 1.230 0.935 -0.578 -0.036
C 3.543 0.741 -0.466 -0.139
F 3.639 1.834 -1.240 -0.489
C 4.700 0.134 0.002 0.607
F 5.927 0.575 -0.367 -0.420
C 4.549 -0.936 0.857 0.102
F 5.650 -1.537 1.355 -0.399
C 3.302 -1.399 1.234 0.496
F 3.308 -2.423 2.134 -0.424
C -1.898 -4.063 0.836 -1.694
C -0.724 -4.554 -0.002 -0.217
N -0.801 -4.044 -1.375 -0.178
C -0.023 -4.685 -2.284 -0.281
C 1.202 -5.350 -2.055 0.777
F 1.792 -5.312 -0.837 -0.421
C 1.914 -6.009 -3.044 0.206
F 3.089 -6.593 -2.741 -0.378
C 1.452 -6.047 -4.341 0.631
F 2.143 -6.686 -5.309 -0.376
C 0.247 -5.423 -4.619 0.255
F -0.253 -5.497 -5.865 -0.368
C -0.458 -4.781 -3.629 -0.136
F -1.663 -4.297 -3.951 -0.381
H -3.563 -2.579 2.447 0.287
H -3.118 -1.053 1.638 -0.103
H -3.847 -2.361 0.702 0.327
H -1.259 -1.377 2.710 -0.165
H -1.051 -3.091 3.111 0.134
H 0.991 -1.954 3.030 0.664
H 1.012 -3.149 1.756 0.320
H -1.998 -4.689 1.741 0.338
H -2.798 -4.206 0.233 0.386
H 0.208 -4.305 0.501 0.005
H -0.781 -5.652 -0.020 0.620
S -3.387 -2.453 -2.283 -0.214
S -4.776 -0.934 -2.085 -0.132
S -3.835 0.681 -2.917 -0.088
S -2.317 0.958 -1.552 -0.655
C 5.260 1.490 -4.636 -1.784
C 3.940 0.834 -4.324 0.989
C 3.879 -0.481 -3.882 -0.701
C 2.665 -1.115 -3.636 0.648
C 2.667 -2.533 -3.133 -1.117
C 1.470 -0.415 -3.864 0.465
Se -0.187 -1.397 -3.897 -0.387
C 1.511 0.937 -4.231 0.675
C 0.277 1.791 -4.364 -1.648
C 2.750 1.529 -4.465 -0.901
H 6.093 0.846 -4.354 0.337
H 5.369 2.437 -4.103 0.371
H 5.344 1.703 -5.705 0.376
H 4.801 -1.028 -3.707 0.254
H 3.656 -2.806 -2.762 0.400
H 2.381 -3.232 -3.923 0.333
H 1.946 -2.661 -2.325 -0.213
H -0.626 1.228 -4.143 0.124
H 0.195 2.197 -5.376 0.444
H 0.335 2.630 -3.668 0.184
H 2.774 2.575 -4.763 0.298
C 1.927 3.094 2.284 -1.005
Si 0.436 2.486 3.276 0.798
C 0.982 0.985 4.276 -0.843
C 0.034 3.846 4.528 -1.078
Sb -1.415 1.675 1.691 -1.023
Si -1.907 3.987 0.664 0.632
C -1.681 5.530 1.744 -1.180
C -0.794 4.275 -0.823 -0.678
C -3.699 4.053 0.088 -0.929
Si -3.329 1.857 3.401 0.839
C -3.160 0.371 4.569 -1.025
C -4.983 1.611 2.513 -1.292
C -3.612 3.324 4.577 -1.283
H 2.294 4.049 2.668 0.491
H 1.683 3.227 1.228 0.038
H 2.741 2.367 2.330 0.350
H 1.745 1.246 5.015 0.479
H 1.396 0.230 3.602 -0.088
H 0.142 0.527 4.803 0.208
H 0.925 4.071 5.123 0.399
H -0.764 3.543 5.209 0.215
H -0.286 4.764 4.034 0.239
H -0.624 5.747 1.914 0.306
H -2.167 5.443 2.716 0.166
H -2.121 6.384 1.219 0.392
H 0.264 4.175 -0.568 0.266
H -0.958 5.279 -1.227 0.440
H -1.016 3.542 -1.600 -0.104
H -4.385 4.205 0.925 0.243
H -3.978 3.130 -0.424 0.136
H -3.828 4.883 -0.614 0.391
H -3.444 -0.558 4.068 0.214
H -3.803 0.499 5.445 0.447
H -2.133 0.250 4.921 0.146
H -4.871 1.041 1.587 0.262
H -5.441 2.567 2.252 0.345
H -5.673 1.069 3.166 0.467
H -3.046 3.191 5.501 0.382
H -4.675 3.364 4.831 0.412
H -3.330 4.289 4.155 0.203

3.
180
Properties=species:S:1:pos:R:3:mulliken_charge:R:1 method="wB97M-V/def2-TZVPD" lumo_energy_ev=0.6 homo_ev=-8.9 energy_ev=-94355.5980 gap_ev=9.4179 de_lowest_kj_mol=211.0 charge=0
C 4.847 -6.621 -2.744 -0.861
C 3.693 -7.204 -1.904 -0.225
C 3.590 -6.740 -0.380 -0.902
C 3.366 -5.323 -0.284 -0.009
N 2.934 -4.277 -0.090 0.212
H 5.821 -7.170 -2.556 0.314
H 5.090 -5.611 -2.400 0.105
H 4.587 -6.536 -3.857 0.276
H 3.808 -8.248 -1.905 0.536
H 2.742 -7.001 -2.430 -0.073
H 4.554 -6.876 0.127 0.447
H 2.780 -7.261 0.193 0.332
C 4.459 -1.757 1.803 -0.443
C 5.529 -0.897 1.034 -0.305
C 6.856 -1.653 0.875 -0.866
C 6.634 -2.794 0.015 0.448
N 6.252 -3.693 -0.627 -0.512
H 3.501 -1.235 1.926 -0.225
H 4.783 -1.907 2.806 0.396
H 4.395 -2.739 1.278 0.265
H 5.737 0.054 1.568 0.414
H 5.138 -0.651 0.058 0.116
H 7.254 -1.987 1.814 0.374
H 7.584 -1.009 0.374 0.359
C -4.545 3.819 -2.514 -0.792
C -5.788 3.821 -1.650 -0.522
C -5.657 4.725 -0.412 -0.724
C -4.452 4.382 0.399 0.266
N -3.502 4.194 0.994 -0.219
H -3.916 3.013 -2.332 0.121
H -3.891 4.733 -2.383 0.228
H -4.957 3.715 -3.537 0.407
H -6.023 2.796 -1.415 0.189
H -6.585 4.208 -2.192 0.459
H -6.555 4.448 0.147 0.364
H -5.618 5.791 -0.655 0.343
C -3.349 -0.537 2.571 -0.507
C -3.036 0.867 2.081 1.086
C -2.265 1.776 3.091 0.977
C -0.885 1.273 3.350 -0.102
N 0.196 0.870 3.436 -0.449
H -2.442 -1.170 2.577 -0.086
H -4.045 -0.971 1.836 -0.074
H -3.899 -0.482 3.588 0.334
H -3.889 1.419 1.785 0.160
H -2.421 0.766 1.197 -0.887
H -2.820 1.914 4.036 0.600
H -2.159 2.859 2.714 -1.220
C 0.274 4.199 1.856 -0.251
C 0.124 4.959 0.531 0.349
C -0.860 6.086 0.567 -0.022
C -0.602 7.090 1.643 0.025
N -0.363 7.844 2.475 -0.520
H 0.763 4.787 2.606 0.463
H 0.769 3.274 1.599 0.358
H -0.743 3.925 2.134 -0.450
H -0.303 4.306 -0.216 -0.210
H 1.093 5.364 0.068 0.199
H -1.849 5.734 0.624 -0.353
H -0.732 6.553 -0.417 0.537
C 2.552 1.916 7.352 -1.261
C 2.945 0.476 7.364 -0.667
C 2.508 -0.260 6.070 0.127
C 3.429 0.116 5.007 0.361
N 4.186 0.557 4.249 -0.549
H 2.933 2.331 8.286 0.389
H 1.495 2.172 7.298 0.312
H 3.081 2.489 6.620 0.358
H 2.634 -0.002 8.268 0.423
H 4.004 0.461 7.454 0.334
H 1.535 0.069 5.726 0.054
H 2.557 -1.342 6.168 0.149
C 2.553 -3.879 4.126 -1.146
C 1.710 -3.751 2.872 1.297
C 0.219 -3.574 3.215 -0.587
C -0.725 -3.897 2.195 0.193
N -1.524 -4.149 1.406 -0.632
H 1.963 -4.599 4.815 0.489
H 2.699 -2.977 4.721 -0.238
H 3.471 -4.331 3.828 0.423
H 1.779 -4.662 2.262 -0.083
H 2.105 -2.921 2.226 -0.531
H -0.142 -2.597 3.589 0.249
H -0.052 -4.184 4.042 0.547
C -2.027 -0.865 -6.461 0.268
O -1.886 -0.530 -7.621 -0.661
N -3.211 -0.740 -5.759 0.111
C -3.226 -0.802 -4.329 -0.083
C -4.388 -0.228 -6.361 -1.033
H -1.174 -1.270 -5.836 0.334
H -3.433 0.209 -3.891 -0.014
H -2.295 -1.083 -3.892 -0.371
H -3.971 -1.495 -3.894 0.427
H -4.562 0.741 -5.894 0.287
H -4.194 -0.103 -7.417 0.384
H -5.205 -0.857 -6.062 0.304
C -1.310 4.903 5.378 0.061
O -1.521 3.772 5.049 -0.553
N -2.131 5.935 5.291 0.198
C -3.184 5.890 4.326 -0.677
C -1.756 7.138 5.859 -0.910
H -0.381 5.152 5.934 0.295
H -4.157 6.059 4.788 0.343
H -3.155 4.889 3.860 -0.032
H -2.989 6.659 3.582 0.319
H -1.596 7.962 5.136 0.313
H -2.529 7.468 6.564 0.329
H -0.808 7.039 6.455 0.309
C 1.160 3.029 -3.529 0.750
O 0.976 3.966 -2.784 -0.593
N 0.214 2.490 -4.315 0.200
C 0.463 1.231 -5.033 -0.767
C -1.158 2.936 -4.189 -0.499
H 2.085 2.377 -3.583 -0.203
H 0.300 1.340 -6.114 0.370
H -0.269 0.476 -4.733 -0.061
H 1.449 0.817 -4.934 0.382
H -1.246 3.318 -3.177 0.024
H -1.458 3.728 -4.892 0.423
H -1.864 2.085 -4.284 -0.002
C 4.125 2.212 -2.130 -0.573
O 4.151 1.060 -1.848 -0.627
N 4.024 3.255 -1.290 0.351
C 4.182 4.592 -1.773 -1.279
C 3.724 3.101 0.112 -0.428
H 4.219 2.411 -3.183 0.883
H 4.835 4.600 -2.588 0.499
H 4.754 5.195 -1.076 0.396
H 3.287 5.107 -1.965 0.317
H 4.512 3.579 0.708 0.331
H 2.747 3.575 0.303 -0.045
H 3.824 2.039 0.366 0.036
C -0.943 -1.574 -1.241 -1.315
O -2.004 -1.245 -1.745 -0.464
N -0.034 -0.689 -0.782 1.204
C 1.292 -1.109 -0.146 0.138
C -0.289 0.711 -1.233 -0.551
H -0.628 -2.558 -1.234 1.157
H 1.465 -0.620 0.766 0.749
H 2.105 -0.817 -0.862 -0.282
H 1.344 -2.214 0.070 -0.667
H -0.802 0.753 -2.185 -0.190
H -0.954 1.250 -0.550 -0.250
H 0.604 1.265 -1.310 0.398
C -6.574 0.266 1.244 -0.051
O -6.345 1.452 1.155 -0.490
N -6.126 -0.675 0.373 0.260
C -5.358 -0.194 -0.773 -0.434
C -6.231 -2.112 0.549 -0.900
H -7.092 -0.155 2.076 0.355
H -4.517 -0.823 -0.919 0.125
H -4.995 0.784 -0.530 -0.187
H -5.927 -0.031 -1.694 0.391
H -5.302 -2.636 0.512 0.283
H -6.601 -2.176 1.590 0.295
H -6.918 -2.573 -0.158 0.315
C 1.552 -1.589 -3.499 -0.162
O 0.378 -1.629 -3.878 -0.544
N 2.378 -2.619 -3.294 0.458
C 3.769 -2.505 -2.860 -0.192
C 1.864 -3.883 -3.889 -0.851
H 1.998 -0.658 -3.275 0.540
H 3.995 -1.395 -2.670 -0.122
H 4.523 -2.811 -3.611 0.380
H 3.930 -3.077 -1.930 -0.121
H 1.548 -4.612 -3.079 -0.035
H 1.015 -3.715 -4.494 0.306
H 2.557 -4.470 -4.539 0.331
C -0.156 -6.104 -0.855 0.354
O 0.695 -6.993 -0.652 -0.712
N -0.795 -5.990 -2.008 0.251
C -0.569 -6.950 -3.012 -1.052
C -1.909 -5.026 -2.054 -1.084
H -0.561 -5.420 -0.162 0.223
H 0.016 -6.573 -3.867 0.203
H -1.542 -7.099 -3.473 0.387
H -0.153 -7.823 -2.576 0.409
H -1.750 -4.406 -2.916 0.527
H -2.855 -5.611 -2.060 0.362
H -1.963 -4.357 -1.225 0.160

Values of F_max, in order: 6.8 0.5 3.6, all in eV Å⁻¹.